C3N2O3 in the gas phase. Source: OMol25; level of theory: ωB97M-V/def2-TZVPD.

```
! RIJCOSX wB97M-V def2-TZVPD def2/J DEFGRID3
* xyz 0 1
O -0.01 -1.82 -1.77
C 0.43 -1.16 -0.97
N 0.96 -0.60 -0.06
C 0.95 0.59 0.64
O 1.97 1.14 1.03
N -0.31 1.07 0.82
C -1.48 0.56 0.23
O -2.53 0.21 0.07
*
```

The value obtained for the total energy is -12232.1793 eV. The value obtained for the HOMO energy is -11.25 eV. The value obtained for the energy above the lowest of the compared OMol25 structures with the same formula, charge and spin is 27.8 kcal per mole. For the orbital gap, the calculation gives 0.3877 hartree.


C20H38N4O6S2 in the gas phase. Source: OMol25; level of theory: ωB97M-V/def2-TZVPD.

```
! RIJCOSX wB97M-V def2-TZVPD def2/J DEFGRID3
* xyz 0 1
S -3.63 1.04 0.13
C -2.74 -0.05 1.02
N -2.90 -1.39 0.87
C -3.74 -1.97 -0.14
C -2.94 -2.43 -1.38
O -3.58 -2.13 -2.60
C -3.42 -0.79 -3.04
C -2.01 -0.50 -3.57
O -1.07 -0.22 -2.55
C -1.04 1.12 -2.09
C 0.12 1.87 -2.77
N 1.33 1.12 -2.56
C 2.26 1.44 -1.62
S 2.40 3.02 -1.12
N 3.09 0.46 -1.20
C 2.87 -0.93 -1.52
C 1.66 -1.53 -0.78
O 1.93 -2.90 -0.57
C 0.92 -3.60 0.11
C 0.76 -3.16 1.57
O -0.28 -2.20 1.66
C -0.13 -1.31 2.76
C -1.43 -0.55 3.03
N -1.86 0.35 1.97
C -1.56 1.75 2.15
C -0.07 2.08 2.01
O 0.61 1.62 3.17
C 1.90 2.13 3.35
C 2.87 1.91 2.18
O 2.87 0.54 1.81
C 4.02 0.14 1.11
C 4.18 0.75 -0.30
H -2.15 -1.97 1.21
H -4.48 -1.23 -0.45
H -4.27 -2.82 0.30
H -1.94 -1.98 -1.35
H -2.83 -3.52 -1.38
H -3.66 -0.09 -2.23
H -4.15 -0.68 -3.85
H -2.06 0.33 -4.28
H -1.64 -1.39 -4.09
H -1.99 1.63 -2.26
H -0.85 1.07 -1.01
H 0.23 2.87 -2.34
H -0.06 1.95 -3.84
H 1.20 0.14 -2.77
H 3.75 -1.50 -1.21
H 2.77 -1.07 -2.60
H 1.55 -1.01 0.18
H 0.72 -1.41 -1.33
H -0.04 -3.48 -0.41
H 1.23 -4.65 0.07
H 1.71 -2.73 1.92
H 0.51 -4.02 2.20
H 0.69 -0.61 2.58
H 0.11 -1.89 3.67
H -2.23 -1.26 3.24
H -1.25 0.06 3.92
H -1.89 2.08 3.15
H -2.12 2.31 1.40
H 0.33 1.60 1.11
H 0.05 3.16 1.91
H 1.87 3.22 3.54
H 2.27 1.62 4.24
H 2.58 2.54 1.33
H 3.87 2.22 2.51
H 4.92 0.38 1.68
H 3.94 -0.95 1.04
H 4.27 1.84 -0.22
H 5.11 0.35 -0.73
*
```

The value obtained for the total energy is -61270.9872 eV. The value obtained for the HOMO energy is -7.93 eV. For the orbital gap, the calculation gives 0.3166 hartree.


A molecular structure, C12H24AsF15N3O12S3. Source: OMol25; level of theory: ωB97M-V/def2-TZVPD.

```
! RIJCOSX wB97M-V def2-TZVPD def2/J DEFGRID3
* xyz -1 1
C 1.26 2.56 3.72
C 0.36 2.67 2.49
O 0.52 2.58 1.32
N -1.18 2.77 3.00
H -1.57 3.64 2.71
H -1.63 2.13 2.36
C -1.65 2.36 4.38
H 2.30 2.91 3.52
H 1.07 1.52 3.92
H 0.74 3.17 4.50
H -1.12 1.50 4.78
H -2.73 2.24 4.24
H -1.49 3.20 5.07
C 2.31 -0.50 -1.88
C 1.84 0.92 -1.89
O 2.37 1.88 -2.39
N 0.46 1.08 -1.34
H -0.10 0.26 -1.65
H 0.56 0.83 -0.33
C -0.32 2.35 -1.55
H 3.35 -0.52 -2.27
H 1.54 -1.01 -2.52
H 2.33 -0.98 -0.89
H -1.07 2.35 -0.81
H -0.85 2.37 -2.47
H 0.30 3.22 -1.49
C -3.05 -3.22 -0.72
C -2.02 -2.45 0.01
O -2.23 -1.67 0.84
N -0.57 -2.71 -0.47
H -0.34 -1.87 -1.09
H 0.10 -2.69 0.34
C -0.39 -3.96 -1.30
H -4.01 -2.81 -0.38
H -3.02 -4.21 -0.39
H -2.92 -3.03 -1.77
H -0.78 -3.62 -2.29
H -1.02 -4.82 -1.01
H 0.64 -4.26 -1.24
C 2.16 -1.38 3.07
F 2.78 -2.49 2.78
F 2.27 -1.23 4.40
F 2.92 -0.39 2.53
S 0.47 -1.19 2.39
O -0.03 -2.55 2.44
O -0.15 -0.18 3.25
O 0.69 -0.77 1.03
C -1.19 5.65 -0.30
F -1.17 6.98 -0.35
F -1.49 5.22 -1.58
F 0.05 5.23 -0.09
S -2.51 4.85 0.76
O -3.64 5.61 0.39
O -2.49 3.41 0.34
O -2.01 5.06 2.16
C -0.64 -0.49 -4.96
F 0.18 0.53 -4.73
F -1.36 -0.15 -6.04
F 0.16 -1.54 -5.20
S -1.78 -0.74 -3.58
O -0.78 -1.05 -2.50
O -2.45 0.53 -3.52
O -2.64 -1.86 -3.90
As 3.52 -4.50 -0.55
F 2.65 -5.92 -0.45
F 4.81 -5.42 -1.39
F 4.49 -3.01 -0.63
F 2.19 -3.61 0.27
F 4.27 -4.71 1.03
F 2.73 -4.10 -2.12
*
```

The value obtained for the total energy is -175987.0704 eV. The value obtained for the HOMO energy is -8.63 eV. For the orbital gap, the calculation gives 0.3862 hartree.


A molecular structure, C48H45N2P2SiW. Source: OMol25; level of theory: ωB97M-V/def2-TZVPD.

```
! RIJCOSX wB97M-V def2-TZVPD def2/J DEFGRID3
* xyz 1 1
W -0.03 -0.44 0.14
C -0.12 -2.66 -0.33
C 0.48 -1.99 -1.45
C -0.55 -1.33 -2.17
C -1.73 -1.51 -1.49
C -1.47 -2.27 -0.33
H 0.36 -3.39 0.30
H 1.48 -2.18 -1.80
H -0.40 -0.81 -3.10
H -2.70 -1.15 -1.80
H -2.20 -2.60 0.40
C -0.89 3.26 -4.66
C 0.50 3.26 -4.61
C 1.15 2.53 -3.62
C 0.44 1.78 -2.68
C -0.94 1.79 -2.76
C -1.61 2.52 -3.73
P 1.37 0.94 -1.32
C 2.78 0.21 -2.23
C 4.02 0.14 -1.61
C 5.10 -0.45 -2.25
C 4.94 -0.99 -3.52
C 3.70 -0.92 -4.15
C 2.63 -0.32 -3.51
C 2.01 2.44 -0.52
C 3.02 3.20 -1.11
C 3.11 4.55 -0.82
C 2.13 5.16 -0.04
C 1.16 4.38 0.57
C 1.15 2.99 0.41
H -1.40 3.83 -5.42
H 1.07 3.83 -5.32
H 2.23 2.55 -3.61
H -1.53 1.23 -2.03
H -2.69 2.52 -3.76
H 4.17 0.56 -0.62
H 6.06 -0.50 -1.76
H 5.77 -1.46 -4.02
H 3.57 -1.33 -5.14
H 1.68 -0.25 -4.03
H 3.72 2.76 -1.81
H 3.90 5.14 -1.26
H 2.13 6.23 0.11
H 0.41 4.86 1.19
N -0.67 0.10 2.74
P 0.24 1.80 1.51
C -1.24 2.83 1.77
C -1.96 3.28 0.67
C -3.10 4.05 0.85
C -3.53 4.37 2.13
C -2.81 3.93 3.23
C -1.67 3.15 3.05
C 1.32 2.02 3.00
C 1.75 0.95 3.77
C 2.51 1.12 4.91
C 2.84 2.40 5.34
C 2.40 3.49 4.60
C 1.65 3.30 3.45
C -1.93 -0.01 2.34
C -3.10 -0.16 3.14
C -4.31 -0.14 2.54
C -4.41 0.04 1.14
C -3.26 0.11 0.43
N -2.02 0.04 1.00
H -0.55 0.04 3.74
H -1.62 3.06 -0.34
H -3.65 4.40 -0.02
H -4.42 4.98 2.27
H -3.13 4.19 4.23
H -1.12 2.81 3.91
H 1.51 -0.06 3.47
H 2.84 0.26 5.47
H 3.42 2.54 6.24
H 2.63 4.49 4.93
H 1.32 4.18 2.92
H -2.99 -0.28 4.21
H -5.21 -0.25 3.13
H -5.36 0.12 0.64
H -3.27 0.27 -0.64
C 1.25 -2.40 2.68
Si 2.09 -1.49 1.24
C 3.56 -0.47 1.83
C 3.08 -2.90 0.37
C 3.49 -3.07 -0.96
C 4.31 -4.11 -1.36
C 4.78 -5.03 -0.44
C 4.44 -4.87 0.90
C 3.61 -3.83 1.28
H 1.69 -2.16 3.65
H 1.38 -3.47 2.52
H 0.18 -2.21 2.76
H 3.83 -0.73 2.86
H 3.44 0.61 1.80
H 4.41 -0.74 1.20
H 3.24 -2.34 -1.72
H 4.60 -4.19 -2.40
H 5.42 -5.85 -0.75
H 4.81 -5.57 1.64
H 3.38 -3.75 2.34
*
```

The value obtained for the total energy is -81762.5661 eV. The value obtained for the HOMO energy is -10.03 eV. The value obtained for the energy above the lowest of the compared OMol25 structures with the same formula, charge and spin is 40.1 kcal per mole. For the orbital gap, the calculation gives 0.2638 hartree.


A molecular structure, C14H31N8O3PY. Source: OMol25; level of theory: ωB97M-V/def2-TZVPD.

```
! RIJCOSX wB97M-V def2-TZVPD def2/J DEFGRID3
* xyz 3 1
Y 1.91 0.78 0.02
N 1.64 -0.17 2.28
C 1.33 -1.60 1.99
C 0.73 -2.37 3.18
C -0.52 -1.80 3.88
C -1.86 -2.05 3.17
N -2.12 -3.47 2.99
C -2.64 -4.30 3.88
N -2.82 -5.58 3.57
N -2.98 -3.88 5.10
C 0.47 -1.70 0.69
O -0.44 -2.49 0.60
O 0.84 -0.90 -0.27
H 2.44 -0.14 2.92
H 0.85 0.21 2.82
H 2.28 -2.09 1.74
H 1.51 -2.48 3.93
H 0.50 -3.37 2.81
H -0.42 -0.73 4.05
H -0.56 -2.27 4.87
H -1.86 -1.61 2.17
H -2.66 -1.59 3.75
H -1.86 -3.83 2.08
H -2.59 -5.94 2.66
H -3.22 -6.23 4.22
H -2.89 -2.92 5.38
H -3.44 -4.50 5.74
C -1.03 3.52 -4.09
N -0.75 2.10 -4.21
C -1.95 1.33 -3.93
N -2.42 1.62 -2.59
C -2.71 3.04 -2.46
N -1.52 3.82 -2.75
C -0.52 3.76 -1.75
P 0.12 1.98 -1.63
C 0.40 1.67 -3.48
C -1.56 1.12 -1.56
H -1.79 3.80 -4.82
H -0.12 4.11 -4.29
H -1.74 0.26 -4.04
H -2.72 1.61 -4.65
H -3.07 3.26 -1.45
H -3.49 3.31 -3.18
H -0.94 4.06 -0.78
H 0.31 4.43 -2.00
H 0.57 0.60 -3.61
H 1.28 2.22 -3.82
H -2.02 1.29 -0.58
H -1.40 0.04 -1.70
C 4.59 2.56 -1.98
C 4.78 1.12 -1.60
N 5.91 0.54 -1.91
O 3.85 0.48 -1.03
H 5.51 3.13 -1.89
H 3.82 3.02 -1.35
H 4.27 2.61 -3.02
H 6.67 1.04 -2.37
H 6.06 -0.44 -1.72
*
```

The value obtained for the total energy is -43396.4704 eV. The value obtained for the HOMO energy is -15.49 eV. The value obtained for the energy above the lowest of the compared OMol25 structures with the same formula, charge and spin is 11.3 kcal per mole. For the orbital gap, the calculation gives 0.2401 hartree.


A gas-phase ion, C2H8N3 (charge +1). Source: OMol25; level of theory: ωB97M-V/def2-TZVPD.

```
! RIJCOSX wB97M-V def2-TZVPD def2/J DEFGRID3
* xyz 1 1
C -2.22 0.26 0.02
N -0.96 0.20 0.02
N -0.18 -0.83 -0.14
C 1.21 -0.68 0.07
N 1.34 0.82 -0.05
H -2.60 1.24 0.30
H -2.65 -0.76 -0.06
H -0.24 1.06 0.03
H -0.63 -1.66 -0.52
H 1.45 -0.69 1.10
H 1.84 -1.31 -0.52
H 1.65 1.19 -0.97
H 1.99 1.16 0.71
*
```

The value obtained for the total energy is -6665.0794 eV. The value obtained for the HOMO energy is -14.27 eV. The value obtained for the energy above the lowest of the compared OMol25 structures with the same formula, charge and spin is 81.9 kcal per mole. For the orbital gap, the calculation gives 0.3812 hartree.


A gas-phase ion, C2HN10O (charge -1). Source: OMol25; level of theory: ωB97M-V/def2-TZVPD.

```
! RIJCOSX wB97M-V def2-TZVPD def2/J DEFGRID3
* xyz -1 1
C 0.46 1.67 -0.37
C -0.46 -1.79 0.22
N 1.59 1.95 -1.12
N -0.69 -2.99 1.83
N -0.13 2.82 0.10
N -0.24 -1.78 1.52
N -1.03 -2.87 -0.33
N 1.62 3.23 -1.07
N -1.14 -3.60 0.79
N 0.66 3.75 -0.47
N 0.04 0.46 0.12
N -0.20 -0.63 -0.57
O -0.16 -0.61 -1.78
H -0.30 0.38 1.13
*
```

The value obtained for the total energy is -19034.6325 eV. The value obtained for the HOMO energy (alpha / beta) is -5.96 / -5.96 eV. For the orbital gap (alpha / beta), the calculation gives 0.2693 / 0.2693 hartree.


A molecular structure, C17H26AuF6N3OPSSb. Source: OMol25; level of theory: ωB97M-V/def2-TZVPD.

```
! RIJCOSX wB97M-V def2-TZVPD def2/J DEFGRID3
* xyz 3 2
Au 0.07 0.11 0.69
O 0.48 -0.06 2.76
N 1.63 -0.63 3.15
C 1.67 -1.00 4.43
C 2.80 -1.60 4.96
C 3.92 -1.82 4.17
C 3.88 -1.42 2.85
C 2.74 -0.81 2.32
S 2.71 -0.26 0.73
H 0.78 -0.80 5.00
H 2.79 -1.88 6.01
H 4.80 -2.30 4.58
H 4.73 -1.57 2.19
N -2.19 -3.97 -1.35
C -3.22 -3.07 -0.72
C -2.53 -1.77 -0.31
N -1.36 -1.96 0.60
C -0.43 -3.03 0.10
C -1.13 -4.32 -0.34
H -1.75 -3.48 -2.14
H -2.62 -4.81 -1.73
H -3.64 -3.60 0.13
H -4.01 -2.86 -1.43
H -3.27 -1.13 0.19
H -2.19 -1.26 -1.20
H -1.68 -2.19 1.53
H 0.27 -3.28 0.89
H 0.12 -2.65 -0.74
H -1.62 -4.83 0.49
H -0.40 -4.99 -0.78
C -1.88 2.78 1.06
P -0.21 2.58 0.42
C 0.92 3.46 1.50
C -0.09 3.18 -1.17
C 1.16 3.69 -1.62
C 1.23 4.26 -2.86
C 0.10 4.24 -3.69
C -1.13 3.71 -3.26
C -1.22 3.15 -2.03
H -2.60 2.15 0.54
H -2.14 3.83 0.95
H -1.88 2.51 2.12
H 0.67 4.52 1.41
H 1.96 3.31 1.21
H 0.78 3.13 2.53
H 2.06 3.64 -1.01
H 2.15 4.72 -3.19
H 0.18 4.63 -4.70
H -2.00 3.75 -3.90
H -2.16 2.70 -1.71
F -0.55 0.25 -1.28
Sb 0.49 -0.40 -2.99
F 1.51 1.12 -2.68
F 1.49 -1.27 -1.65
F -0.72 -1.86 -2.81
F 1.37 -1.12 -4.43
F -0.85 0.57 -3.80
*
```

The value obtained for the total energy is -71201.4041 eV. The value obtained for the HOMO energy (alpha / beta) is -17.61 / -17.50 eV. The value obtained for the energy above the lowest of the compared OMol25 structures with the same formula, charge and spin is 23.0 kcal per mole. For the orbital gap (alpha / beta), the calculation gives 0.2189 / 0.2117 hartree. The expectation value of S² is 0.79.